Here is a molecular structure, H4NOPS2 from OMol25. Energies are from the ωB97M-V functional and the def2-TZVPD basis.

Each line ends with the Mulliken charge.
Cartesian coordinates (Å):
N1 0.53004 -1.00767 1.09106  -0.472
O1 0.30783 -0.66074 -1.54072  -0.603
P1 0.10136 -0.02306 -0.17024  0.749
S1 -2.05333 0.25097 -0.48364  -0.366
S2 1.05847 1.76763 0.28150  -0.255
H1 0.22624 -1.91203 0.95047  0.247
H2 0.61762 -0.47561 1.89181  0.215
H3 -1.16816 -0.27433 -1.39946  0.314
H4 0.37993 2.33485 -0.62080  0.173

## Properties
Lowest unoccupied orbital energy (eV): 0.284
HOMO (Ha): -0.349
Largest force on an atom (eV/A): 4.103
Relative energy (zero: lowest compared OMol25 entry of this formula, charge and spin) (kJ/mol): 147.9
Total energy (eV): -34562.2578
M (g/mol): 129.146
Gap between HOMO and LUMO (eV): 9.77

---

Here is 2 unconnected molecules or ions with the total composition H4NOPS2 from OMol25. Energies are from the ωB97M-V functional and the def2-TZVPD basis.

Each line ends with the Mulliken charge.
Cartesian coordinates (Å):
N1 -1.25566 -0.05795 -1.28073  -0.546
O1 0.77378 0.12194 1.16017  -0.602
P1 -2.48730 0.05121 -0.17022  0.662
S1 -3.07592 1.87924 0.06312  -0.339
S2 -3.23292 -1.66847 0.43025  -0.344
H1 -0.98792 -1.02961 -1.36876  0.268
H2 -0.72141 0.80659 -1.46764  0.288
H3 0.91180 -0.27929 0.28900  0.312
H4 1.58415 0.11822 1.69367  0.301

## Properties
Lowest unoccupied orbital energy (eV): -0.406
HOMO (Ha): -0.343
Largest force on an atom (eV/A): 2.038
Relative energy (zero: lowest compared OMol25 entry of this formula, charge and spin) (kJ/mol): 92.3
Total energy (eV): -34562.8338
M (g/mol): 129.146
Gap between HOMO and LUMO (eV): 8.92

---

Here is H4NP in the gas phase from OMol25. Energies are from the ωB97M-V functional and the def2-TZVPD basis.

Each line ends with the Mulliken charge.
Cartesian coordinates (Å):
N1 1.22329 -0.69872 -0.22404  -0.573
P1 -0.34155 0.05691 0.02410  0.166
H1 1.95303 0.10902 -0.44398  0.170
H2 -0.96847 0.76280 -0.90810  0.076
H3 -0.59809 0.79519 1.04953  0.059
H4 -1.26820 -1.02520 0.50249  0.102

## Properties
Lowest unoccupied orbital energy (eV): 0.845
HOMO (Ha): -0.316
Largest force on an atom (eV/A): 7.823
Relative energy (zero: lowest compared OMol25 entry of this formula, charge and spin) (kJ/mol): 202.6
Structure (SMILES): N=[PH3]
Total energy (eV): -10841.0313
M (g/mol): 49.013
Gap between HOMO and LUMO (eV): 9.46

---

Here is H4NP3 in the gas phase from OMol25. Energies are from the ωB97M-V functional and the def2-TZVPD basis.

Each line ends with the Mulliken charge.
Cartesian coordinates (Å):
N1 0.83138 1.02072 -0.50097  -0.120
P1 1.76839 2.27146 -0.70715  -0.031
P2 -1.12542 -0.69458 0.71974  -0.138
P3 0.96515 -0.58132 -0.02016  0.026
H1 0.85582 3.28291 -1.43713  0.047
H2 -1.16256 -2.11350 0.43087  0.062
H3 -1.43982 -0.22407 -0.60178  0.095
H4 1.40845 -0.08328 1.36514  0.060

## Properties
Lowest unoccupied orbital energy (eV): -0.804
HOMO (Ha): -0.318
Largest force on an atom (eV/A): 3.172
Relative energy (zero: lowest compared OMol25 entry of this formula, charge and spin) (kJ/mol): 66.2
Structure (SMILES): [H]/P=N/[PH]#[PH2]
Total energy (eV): -29418.9675
M (g/mol): 110.961
Gap between HOMO and LUMO (eV): 7.84

---

Here is 2 unconnected molecules or ions with the total composition H4NPS2 from OMol25. Energies are from the ωB97M-V functional and the def2-TZVPD basis.

Each line ends with the Mulliken charge.
Cartesian coordinates (Å):
N1 -1.74631 -1.91066 -0.04369  -0.477
P1 -2.34157 -0.53287 0.35603  0.312
S1 3.05503 1.85064 0.72280  -0.283
S2 -4.15024 -0.53940 -0.66415  -0.281
H1 -0.77175 -2.00468 0.46280  0.261
H2 4.35229 1.73416 1.09242  0.151
H3 2.41012 1.38400 1.72924  0.131
H4 -4.69508 0.69373 -0.38987  0.185

## Properties
Lowest unoccupied orbital energy (eV): -0.109
HOMO (Ha): -0.351
Largest force on an atom (eV/A): 2.725
Relative energy (zero: lowest compared OMol25 entry of this formula, charge and spin) (kJ/mol): 131.5
Structure (SMILES): [H]/N=P/S.S
Total energy (eV): -32513.4907
M (g/mol): 113.147
Gap between HOMO and LUMO (eV): 9.44

---

Here is 2 unconnected molecules or ions with the total composition H4NS from OMol25. Energies are from the ωB97M-V functional and the def2-TZVPD basis.

Each line ends with the Mulliken charge.
Cartesian coordinates (Å):
S1 -0.78792 0.46707 -0.48910  -0.877
H1 -1.48060 1.57504 -0.73828  -0.053
N1 1.44094 -0.90303 0.94220  -0.671
H2 0.98110 -1.76349 0.80224  0.211
H3 2.27615 -0.75419 0.43005  0.191
H4 0.74345 -0.20919 0.73623  0.199

## Properties
Lowest unoccupied orbital energy (eV): 4.917
HOMO (Ha): -0.096
Largest force on an atom (eV/A): 1.942
Relative energy (zero: lowest compared OMol25 entry of this formula, charge and spin) (kJ/mol): 28.2
Total charge: -1
Total energy (eV): -12391.0846
M (g/mol): 50.106
Gap between HOMO and LUMO (eV): 7.54